1.
C35H42N3P2S2SiZn as an isolated structure in a non-equilibrium geometry. Source: the OMol25 dataset; level of theory: ωB97M-V/def2-TZVPD.

Each line ends with the Mulliken charge.
Cartesian coordinates (Å):
Zn -1.00 0.43 -0.02  -0.26
S 0.68 -3.15 0.27  -0.59
P 1.68 -1.57 -0.33  1.33
C 0.91 -0.05 -0.04  0.50
P 1.75 1.32 0.55  0.65
S 0.47 2.66 1.20  -0.56
C 2.85 2.18 -0.66  0.03
C 3.39 3.42 -0.35  -0.25
C 4.13 4.12 -1.29  -0.70
C 4.32 3.58 -2.56  -0.48
C 3.79 2.34 -2.87  -0.69
C 3.05 1.65 -1.93  -0.16
C 2.93 1.01 1.93  0.61
C 2.33 0.59 3.11  -0.54
C 3.10 0.35 4.23  -0.66
C 4.47 0.53 4.18  -0.61
C 5.07 0.96 3.01  -0.62
C 4.30 1.20 1.88  -0.34
C 1.88 -1.91 -2.13  -0.13
C 1.03 -1.26 -3.01  -0.01
C 0.93 -1.68 -4.33  -1.04
C 1.67 -2.77 -4.75  -0.51
C 2.53 -3.42 -3.88  -0.66
C 2.64 -2.99 -2.57  -0.43
C 3.38 -1.65 0.31  0.20
C 4.49 -1.27 -0.43  -0.18
C 5.76 -1.41 0.11  -0.87
C 5.91 -1.89 1.40  -0.50
C 4.80 -2.26 2.14  -0.75
C 3.54 -2.15 1.60  -0.42
H 3.21 3.84 0.63  0.38
H 4.56 5.08 -1.05  0.38
H 4.88 4.13 -3.30  0.36
H 3.95 1.92 -3.86  0.45
H 2.62 0.69 -2.17  0.25
H 1.25 0.46 3.13  0.28
H 2.63 0.03 5.16  0.39
H 5.08 0.34 5.06  0.37
H 6.14 1.11 2.97  0.42
H 4.78 1.53 0.97  0.36
H 0.45 -0.41 -2.66  0.68
H 0.27 -1.18 -5.01  0.45
H 1.58 -3.12 -5.77  0.37
H 3.11 -4.27 -4.22  0.40
H 3.30 -3.50 -1.87  0.42
H 4.37 -0.89 -1.44  0.42
H 6.63 -1.14 -0.47  0.40
H 6.90 -2.00 1.82  0.40
H 4.93 -2.65 3.14  0.44
H 2.66 -2.47 2.14  0.31
C -6.70 2.33 -0.40  -1.00
Si -5.08 3.24 0.10  0.02
C -4.96 4.91 -0.82  -1.00
C -5.24 3.66 1.96  -0.99
C -3.61 2.18 -0.22  1.00
C -2.60 1.52 -0.39  -1.25
H -7.57 2.97 -0.29  0.29
H -6.85 1.46 0.23  0.28
H -6.66 1.99 -1.43  0.33
H -5.85 5.52 -0.66  0.29
H -4.84 4.77 -1.89  0.31
H -4.10 5.47 -0.46  0.30
H -6.07 4.34 2.15  0.30
H -4.33 4.12 2.32  0.32
H -5.41 2.77 2.56  0.29
C -2.32 -2.32 -1.64  -0.82
N -3.42 -2.32 -0.70  0.33
C -4.73 -2.31 -1.31  -1.19
C -3.22 -1.83 0.55  0.27
N -2.14 -1.21 0.86  -0.02
N -4.27 -2.03 1.45  0.25
C -4.77 -3.37 1.67  -1.14
C -4.31 -1.20 2.62  -1.27
H -2.45 -3.15 -2.33  0.43
H -1.39 -2.45 -1.09  -0.19
H -2.28 -1.38 -2.20  0.33
H -4.76 -1.56 -2.10  0.34
H -5.48 -2.06 -0.57  0.41
H -4.96 -3.29 -1.75  0.29
H -2.01 -1.10 1.86  0.12
H -4.67 -3.97 0.76  0.36
H -5.82 -3.32 1.96  0.31
H -4.21 -3.88 2.47  0.35
H -3.72 -1.60 3.46  0.35
H -5.35 -1.11 2.94  0.32
H -3.94 -0.20 2.37  0.42

Output
- energy relative to the best compared isomer or geometry (same formula, charge and spin) (kcal per mole) = 13.3
- E_LUMO (eV) = 2.464
- charge = -1
- frontier orbital gap (eV) = 6.7

***

2.
C35H42N5O3PRuSeTe as an isolated structure. Source: the OMol25 dataset; level of theory: ωB97M-V/def2-TZVPD.

Each line ends with the Mulliken spin population.
Cartesian coordinates (Å):
Ru 2.11 -0.85 -0.03  3.64
O 6.30 0.06 -0.33  0.03
C 5.11 0.23 -0.22  0.02
O 4.22 -0.73 -0.15  0.15
C 4.56 1.67 -0.11  0.01
P 2.75 1.63 -0.19  0.13
C 2.32 1.48 -1.95  0.06
C 1.04 1.87 -2.37  0.02
C 0.61 1.58 -3.65  -0.01
C 1.44 0.88 -4.52  0.03
C 2.71 0.51 -4.12  -0.01
C 3.15 0.80 -2.83  0.01
C 2.07 3.20 0.39  0.03
C 1.38 3.21 1.60  0.03
C 0.87 4.41 2.09  0.00
C 1.05 5.58 1.38  0.00
C 1.73 5.57 0.17  0.00
C 2.24 4.38 -0.33  0.00
H 5.01 2.29 -0.89  0.01
H 4.86 2.08 0.85  -0.01
H 0.40 2.43 -1.70  0.00
H -0.38 1.88 -3.96  0.00
H 1.09 0.64 -5.52  0.00
H 3.36 -0.02 -4.80  0.00
H 4.14 0.48 -2.54  0.00
H 1.21 2.29 2.14  0.02
H 0.33 4.42 3.03  0.00
H 0.66 6.51 1.76  0.00
H 1.87 6.48 -0.39  0.00
H 2.77 4.37 -1.27  0.00
C 2.28 0.10 4.06  -0.01
Te 2.86 -1.54 2.83  0.30
C 4.91 -1.01 2.81  -0.01
H 2.73 -0.02 5.04  0.02
H 1.19 0.09 4.15  0.00
H 2.62 1.02 3.60  0.00
H 5.00 0.04 2.57  0.00
H 5.40 -1.61 2.04  0.00
H 5.33 -1.22 3.79  0.02
C -4.40 0.78 1.52  0.01
C -3.93 2.22 1.27  0.00
C -2.41 2.40 1.33  0.00
C -1.66 2.07 0.04  0.02
N -1.94 0.73 -0.49  0.00
C -1.47 -0.43 0.01  0.09
Se -0.14 -0.55 1.34  0.23
N -2.08 -1.44 -0.61  0.00
C -1.93 -2.87 -0.33  0.02
C -3.09 -3.41 0.50  -0.01
C -3.06 -2.97 1.96  0.01
C -1.95 -3.64 2.76  0.01
C -2.96 -0.93 -1.56  0.00
C -3.80 -1.56 -2.47  0.00
C -4.55 -0.74 -3.29  0.00
C -4.47 0.65 -3.20  0.00
C -3.63 1.28 -2.30  0.00
C -2.87 0.45 -1.48  0.00
H -5.48 0.75 1.67  0.00
H -3.93 0.38 2.42  0.00
H -4.18 0.11 0.69  0.00
H -4.37 2.86 2.04  0.00
H -4.32 2.58 0.32  0.00
H -2.00 1.80 2.14  0.00
H -2.17 3.44 1.55  0.00
H -0.59 2.14 0.22  -0.02
H -1.92 2.77 -0.74  0.00
H -0.98 -3.01 0.18  -0.03
H -1.87 -3.38 -1.29  0.00
H -3.06 -4.50 0.44  0.00
H -4.03 -3.10 0.03  0.00
H -4.03 -3.20 2.41  0.00
H -2.96 -1.88 2.01  0.00
H -2.06 -4.72 2.74  0.00
H -1.98 -3.32 3.80  0.00
H -0.96 -3.39 2.37  -0.01
H -3.86 -2.64 -2.53  0.00
H -5.21 -1.19 -4.01  0.00
H -5.07 1.26 -3.86  0.00
H -3.58 2.36 -2.24  0.00
N 2.46 -5.30 0.24  0.01
C 2.14 -4.10 -0.27  0.00
O 2.72 -3.06 0.18  0.07
C 1.16 -4.01 -1.31  0.01
C 0.37 -5.10 -1.73  0.00
N -0.30 -5.98 -2.06  0.01
C 0.93 -2.71 -1.71  0.04
N 0.87 -1.55 -1.86  0.04
H 3.20 -5.35 0.91  0.00
H 2.09 -6.14 -0.16  0.00

Output
- energy relative to the best compared isomer or geometry (same formula, charge and spin) (kcal per mole) = 8.7
- E_LUMO (alpha / beta) (eV) = -2.189 / -4.363
- charge = +1
- ⟨S²⟩ = 8.769
- spin multiplicity = 6
- frontier orbital gap (alpha / beta) (eV) = 8.1 / 6.6

***

3.
A 6-piece molecular cluster, C35H43BBrF40N3O7P overall in a non-equilibrium geometry. Source: the OMol25 dataset; level of theory: ωB97M-V/def2-TZVPD.

Each line ends with the Mulliken charge.
Cartesian coordinates (Å):
C 1.54 -6.96 -0.62  -1.52
C 2.38 -5.82 0.06  0.06
B 3.49 -5.19 -0.90  0.43
O 4.58 -6.00 -1.24  -0.49
N 3.53 -3.80 -1.43  0.00
C 2.28 -3.32 -1.98  -1.09
Br 1.50 -4.61 -3.20  -0.10
C 1.22 -2.84 -0.97  -0.86
N 0.42 -1.82 -1.56  -0.44
C -0.84 -1.86 -1.28  1.00
C -1.39 -0.97 -0.20  -1.13
C -1.81 -2.72 -1.98  -1.30
N 1.85 -2.35 0.31  0.30
C 3.21 -1.78 0.05  -1.71
C 4.15 -2.84 -0.52  0.07
P 5.47 -1.96 -1.55  -0.08
C 5.97 -0.46 -0.61  -1.06
O 4.72 -1.35 -2.88  -0.54
H 1.17 -7.66 0.12  0.40
H 2.12 -7.53 -1.32  0.30
H 0.68 -6.53 -1.10  0.41
H 2.92 -6.31 0.86  0.41
H 1.72 -5.11 0.54  0.05
H 5.19 -5.94 -0.50  0.25
H 2.52 -2.48 -2.60  0.78
H 0.56 -3.67 -0.77  0.57
H -2.46 -0.88 -0.32  0.11
H -1.11 -1.35 0.78  0.34
H -0.96 0.00 -0.37  0.41
H -1.34 -3.49 -2.57  0.31
H -2.38 -2.10 -2.66  0.39
H -2.49 -3.20 -1.29  0.41
H 1.94 -3.07 1.02  0.54
H 1.23 -1.64 0.70  0.50
H 3.08 -0.92 -0.59  0.62
H 3.63 -1.45 0.98  0.46
H 4.73 -3.34 0.25  0.76
H 6.59 0.16 -1.26  0.24
H 6.58 -0.71 0.25  0.35
H 5.13 0.16 -0.34  0.48
H 5.13 -1.71 -3.66  0.35
C 9.72 -0.51 -4.51  -1.02
C 8.90 -0.31 -3.22  1.17
C 9.25 0.89 -2.34  0.06
F 10.50 0.85 -1.88  -0.22
F 8.42 0.91 -1.25  -0.26
F 8.93 -1.44 -2.49  -0.27
F 7.60 -0.14 -3.61  -0.31
O 10.79 -1.44 -4.47  -0.41
C 12.03 -1.05 -4.03  0.79
C 12.43 -1.79 -2.75  0.19
F 11.53 -1.59 -1.77  -0.21
F 13.62 -1.33 -2.32  -0.26
F 12.10 0.29 -3.89  -0.28
F 12.91 -1.39 -4.99  -0.30
H 9.02 -0.95 -5.22  0.44
H 10.02 0.44 -4.95  0.36
H 9.10 1.83 -2.89  0.29
H 12.51 -2.86 -2.94  0.26
C -7.84 0.58 -0.47  -0.78
C -8.16 2.06 -0.73  0.91
C -7.53 2.72 -1.96  0.09
F -6.18 2.72 -1.89  -0.17
F -7.93 4.01 -2.03  -0.26
F -7.89 2.78 0.38  -0.23
F -9.51 2.13 -0.92  -0.33
O -6.82 0.29 0.48  -0.41
C -5.51 0.27 0.12  0.78
C -4.72 1.38 0.82  0.23
F -5.23 2.59 0.56  -0.17
F -3.43 1.37 0.39  -0.22
F -5.37 0.32 -1.22  -0.31
F -5.00 -0.92 0.52  -0.34
H -8.73 0.17 -0.02  0.39
H -7.69 0.02 -1.39  0.34
H -7.84 2.21 -2.88  0.25
H -4.72 1.23 1.90  0.32
C 4.70 -9.04 0.92  -0.28
C 6.13 -9.61 0.83  0.91
C 6.34 -10.86 -0.03  0.10
F 5.64 -11.92 0.42  -0.22
F 7.65 -11.20 0.02  -0.27
F 6.60 -9.81 2.07  -0.28
F 6.90 -8.63 0.27  -0.32
O 3.94 -9.38 2.07  -0.44
C 3.24 -10.57 2.11  0.80
C 3.77 -11.51 3.20  0.20
F 5.07 -11.79 3.01  -0.22
F 3.08 -12.67 3.16  -0.26
F 3.19 -11.15 0.91  -0.29
F 1.97 -10.24 2.43  -0.30
H 4.81 -7.96 1.01  -0.01
H 4.14 -9.18 0.00  0.33
H 6.07 -10.67 -1.07  0.29
H 3.64 -11.05 4.19  0.24
C -4.84 7.87 -0.29  -0.98
C -4.85 8.39 1.16  1.14
C -3.60 9.11 1.66  0.04
F -2.51 8.32 1.63  -0.23
F -3.80 9.49 2.94  -0.26
F -5.17 7.37 1.99  -0.26
F -5.87 9.28 1.24  -0.33
O -4.54 6.50 -0.51  -0.25
C -3.24 6.08 -0.60  0.74
C -2.88 5.13 0.55  0.82
F -3.06 5.72 1.74  -0.23
F -1.57 4.78 0.46  -0.29
F -2.39 7.11 -0.70  -0.30
F -3.14 5.38 -1.75  -0.29
H -5.87 7.96 -0.63  0.44
H -4.26 8.52 -0.95  0.27
H -3.41 10.01 1.06  0.30
H -3.49 4.23 0.51  -0.35
C -9.82 10.38 4.49  -0.74
C -10.43 10.49 3.08  0.92
C -11.56 9.52 2.72  0.07
F -11.18 8.23 2.78  -0.21
F -11.97 9.77 1.45  -0.27
F -9.44 10.40 2.16  -0.25
F -10.95 11.74 2.97  -0.33
O -8.62 9.65 4.64  -0.38
C -8.64 8.29 4.81  0.75
C -7.98 7.56 3.65  0.55
F -8.57 7.87 2.48  -0.24
F -8.08 6.22 3.82  -0.30
F -9.89 7.85 5.05  -0.29
F -7.93 8.02 5.92  -0.30
H -9.54 11.40 4.75  0.40
H -10.57 10.09 5.23  0.33
H -12.42 9.67 3.38  0.28
H -6.92 7.83 3.58  -0.01

Output
- E_LUMO (eV) = -3.194
- charge = +1
- frontier orbital gap (eV) = 7.7

***

4.
C35H43ClP2Si2W as an isolated structure in a non-equilibrium geometry. Source: the OMol25 dataset; level of theory: ωB97M-V/def2-TZVPD.

Each line ends with the Mulliken spin population.
Cartesian coordinates (Å):
C -1.90 0.38 -0.49  -0.02
C -2.42 0.77 -1.77  0.03
C -2.10 -0.29 -2.70  0.01
H -2.98 1.67 -1.98  0.02
C -1.35 -1.31 -2.00  -0.02
C -1.27 -0.90 -0.64  0.04
H -0.90 -1.51 0.19  -0.01
H -2.09 0.89 0.44  -0.01
H -2.53 -0.41 -3.69  0.02
H -0.98 -2.24 -2.41  -0.01
W -0.29 0.60 -1.95  1.68
Si -0.52 0.74 -5.21  -0.11
C -0.59 1.98 -6.66  0.00
C 0.29 1.88 -7.74  0.00
H 1.01 1.06 -7.80  0.00
C 0.23 2.84 -8.77  0.00
H 0.90 2.74 -9.63  0.00
C -0.67 3.90 -8.69  0.00
H -0.67 4.67 -9.46  0.00
C -1.57 3.97 -7.61  0.00
H -2.31 4.77 -7.54  0.00
C -1.54 3.00 -6.60  0.00
H -2.27 3.02 -5.78  0.00
C -0.69 -0.79 -6.40  -0.02
C -1.94 -0.87 -7.05  -0.01
H -2.79 -0.34 -6.63  0.00
C -2.07 -1.57 -8.25  0.00
H -3.00 -1.51 -8.82  0.00
C -1.00 -2.34 -8.73  0.00
H -1.10 -2.89 -9.67  0.00
C 0.19 -2.39 -8.01  0.00
H 1.02 -3.05 -8.32  0.00
C 0.37 -1.58 -6.88  -0.02
H 1.35 -1.58 -6.39  0.04
H -1.87 1.03 -4.70  0.00
Si 3.54 -0.75 -5.09  0.16
C 2.87 -2.30 -4.34  0.04
C 1.50 -2.58 -4.13  -0.01
H 0.74 -1.84 -4.40  -0.01
C 1.07 -3.83 -3.71  0.00
H 0.00 -4.01 -3.60  0.00
C 1.99 -4.86 -3.51  0.01
H 1.64 -5.87 -3.25  0.00
C 3.35 -4.61 -3.68  -0.01
H 4.08 -5.41 -3.52  0.00
C 3.80 -3.35 -4.09  0.01
H 4.86 -3.17 -4.27  0.00
C 2.42 0.71 -4.75  0.01
C 1.03 0.76 -4.17  0.05
H 0.85 -0.09 -3.42  -0.03
C 0.44 2.08 -3.97  -0.21
H -0.43 2.34 -3.28  0.07
C 1.08 3.23 -4.51  0.02
H 0.50 4.14 -4.66  0.01
C 2.38 3.15 -4.94  -0.08
H 2.92 4.05 -5.21  0.00
C 3.04 1.92 -5.03  0.02
H 4.08 1.93 -5.37  0.00
H 4.73 -0.43 -4.40  0.02
Cl 1.92 -0.35 -1.48  0.08
C 1.72 3.77 -1.15  0.00
P 0.17 2.89 -0.75  -0.02
C -1.14 4.13 -1.07  -0.02
C 0.22 2.91 1.12  0.01
C 1.28 1.95 1.67  0.02
P 0.89 0.18 1.23  0.18
C -0.18 -0.33 2.62  0.02
C 2.46 -0.66 1.70  0.02
H 1.56 4.85 -1.20  0.00
H 2.49 3.58 -0.39  0.00
H 2.09 3.43 -2.13  0.00
H -2.04 3.91 -0.46  0.00
H -0.77 5.13 -0.80  0.00
H -1.43 4.13 -2.13  0.00
H 0.43 3.95 1.43  0.00
H -0.79 2.63 1.49  -0.01
H 2.28 2.16 1.27  0.00
H 1.34 2.00 2.77  0.00
H -1.13 0.20 2.61  0.00
H -0.40 -1.40 2.53  0.00
H 0.35 -0.15 3.57  0.01
H 2.52 -0.75 2.79  0.00
H 2.45 -1.65 1.24  0.00
H 3.32 -0.11 1.31  0.00

Output
- E_LUMO (alpha / beta) (eV) = -8.425 / -7.708
- charge = +2
- ⟨S²⟩ = 2.153
- spin multiplicity = 3
- frontier orbital gap (alpha / beta) (eV) = 3.8 / 4.5

***

5.
C35H44BaCl5N3PSSe2Te2 as an isolated structure. Source: the OMol25 dataset; level of theory: ωB97M-V/def2-TZVPD.

Each line ends with the Mulliken charge.
Cartesian coordinates (Å):
Ba -0.06 -0.13 -0.23  1.05
C -7.44 0.13 -1.26  -1.54
C -6.53 0.83 -2.27  2.17
C -7.39 1.60 -3.29  -1.86
C -5.73 -0.22 -3.04  -1.81
C -5.62 1.81 -1.52  0.41
C -6.19 2.96 -0.94  -0.56
C -5.43 3.90 -0.29  -1.23
C -4.06 3.68 -0.17  1.33
S -2.83 4.67 0.54  -0.34
C -1.64 3.45 0.14  -0.13
N -2.11 2.39 -0.44  -0.11
C -3.48 2.51 -0.67  -2.24
C -4.26 1.59 -1.37  0.98
C -0.22 3.65 0.50  0.50
C 0.31 4.94 0.64  -0.75
C 1.65 5.10 0.92  -0.70
C 2.46 3.98 1.09  -1.05
C 1.88 2.72 1.00  -0.52
C 0.54 2.48 0.69  0.68
H -8.12 -0.56 -1.78  0.48
H -8.05 0.84 -0.71  0.33
H -6.85 -0.45 -0.55  0.14
H -7.98 0.90 -3.87  0.46
H -6.76 2.17 -3.98  0.39
H -8.08 2.30 -2.81  0.34
H -6.42 -0.86 -3.59  0.45
H -5.14 -0.86 -2.37  0.23
H -5.03 0.23 -3.75  0.40
H -7.25 3.12 -1.03  0.35
H -5.89 4.80 0.12  0.39
H -3.77 0.72 -1.80  0.37
H -0.32 5.81 0.49  0.35
H 2.07 6.10 0.99  0.36
H 3.52 4.10 1.28  0.43
H 2.55 1.86 1.14  0.54
Se -1.50 -4.26 2.17  -0.67
Te -0.08 -3.53 0.22  0.15
Te -1.63 -3.65 -2.01  -0.27
Se -1.58 -1.24 -2.77  -0.82
C 0.08 -1.86 4.39  -0.78
C 0.23 -1.49 2.91  1.95
N 0.81 -0.17 2.74  0.67
C 2.18 -0.16 3.25  -0.45
C 2.19 -0.60 4.73  -0.82
N 0.75 -0.76 5.17  -0.01
C 0.01 0.54 4.96  -0.88
C 0.02 0.84 3.44  0.20
H 0.58 -2.80 4.64  0.25
H -0.96 -1.90 4.71  0.02
H -0.76 -1.55 2.44  -0.32
H 0.88 -2.21 2.42  -1.08
H 2.60 0.84 3.14  0.61
H 2.77 -0.85 2.64  -0.24
H 2.64 0.13 5.40  0.32
H 2.67 -1.57 4.87  0.32
H 0.73 -1.00 6.15  0.32
H 0.53 1.29 5.55  0.29
H -0.99 0.39 5.35  0.37
H 0.43 1.83 3.24  0.68
H -1.00 0.80 3.07  -0.88
C -5.72 -1.38 4.83  -1.35
C -4.22 -1.06 4.79  -0.62
P -3.49 -0.58 3.16  1.09
C -4.34 -1.72 2.00  -1.21
C -3.73 -1.60 0.60  0.62
C -4.39 1.00 2.80  -0.12
C -3.63 2.23 3.26  -0.94
H -6.05 -1.58 5.85  0.42
H -5.94 -2.26 4.23  0.30
H -6.32 -0.55 4.45  0.30
H -3.65 -1.93 5.14  0.35
H -3.99 -0.25 5.49  0.36
H -5.41 -1.47 1.98  0.40
H -4.23 -2.74 2.36  0.56
H -3.47 -0.56 0.36  -0.44
H -4.41 -1.95 -0.17  0.39
H -2.83 -2.21 0.53  -0.56
H -5.39 0.97 3.24  0.41
H -4.54 1.04 1.72  -0.33
H -2.68 2.33 2.72  -0.04
H -3.39 2.18 4.33  0.38
H -4.20 3.15 3.10  0.38
Cl 2.81 0.34 -1.60  -0.19
C 3.45 -1.20 -0.96  1.01
C 2.97 -1.64 0.26  -0.52
C 3.57 -2.82 0.67  0.88
Cl 3.12 -3.50 2.27  -0.19
C 4.54 -3.53 -0.03  -0.82
Cl 5.22 -5.00 0.57  -0.22
C 4.96 -3.03 -1.26  0.76
Cl 6.16 -3.87 -2.18  -0.22
C 4.42 -1.84 -1.74  -0.85
Cl 4.95 -1.19 -3.25  -0.21

Output
- energy relative to the best compared isomer or geometry (same formula, charge and spin) (kcal per mole) = 29.1
- E_LUMO (eV) = 1.153
- charge = -1
- frontier orbital gap (eV) = 4.8

***

Question: What is the charge in the third record?
Answer: +1